[1]
DFT (wB97M-V/def2-TZVPD) results for a cluster of 14 separate species, CH30O13S2 in total.

Summary:
- Kohn-Sham gap (eV) = 9.00
- charge = 0
- E_HOMO (eV) = -8.901
- lowest unoccupied orbital energy (eV) = 0.1

The geometry in XYZ format:
```
46
Properties=species:S:1:pos:R:3:forces:R:3:mulliken_charge:R:1
C -0.448828 1.741515 -1.116203 0.1 -0.1 -0.2 -0.06
S 0.231381 3.407668 -1.275058 -0.5 0.2 0.1 -0.09
S 2.185002 3.174843 -1.725278 0.6 -0.2 0.0 -0.24
H -0.616651 1.300325 -2.094531 0.0 0.0 0.0 0.38
H -1.408135 1.853247 -0.614621 0.0 0.0 0.1 0.01
H 0.212051 1.102746 -0.537804 0.0 0.0 0.1 -0.22
H 2.152823 2.853625 -3.034933 -0.2 0.1 0.1 0.14
H 1.040378 -3.434799 0.311337 0.0 -0.3 0.0 0.43
H 0.979012 -4.875513 -0.289217 0.1 0.0 0.0 0.27
O 0.526225 -4.026778 -0.283853 0.1 0.1 0.0 -0.74
H 2.363460 -0.159128 -0.948981 0.3 0.1 -0.1 0.40
H 3.700734 0.152515 -0.177620 0.0 0.0 0.0 0.24
O 2.774101 -0.067998 -0.043840 -0.3 -0.1 0.1 -0.68
H 0.255525 -2.986070 -1.832837 -0.2 0.0 0.0 0.40
H -0.865717 -1.972208 -2.217459 0.1 -0.2 0.1 0.42
O -0.007763 -2.342575 -2.513435 0.1 0.2 -0.1 -0.78
H -1.657213 -1.257444 -0.246018 -0.1 -0.2 -0.2 0.45
H -2.835321 -0.720151 -1.093512 0.2 -0.3 0.0 0.43
O -2.189658 -1.465776 -1.042262 -0.2 0.5 0.1 -0.75
H 1.086952 -1.087660 -2.511001 0.1 0.0 0.0 0.40
H 2.447119 -0.696694 -3.157516 -0.1 0.1 0.1 0.25
O 1.814983 -0.403492 -2.488692 0.0 -0.2 -0.2 -0.61
H -1.387328 -2.413273 1.439763 0.0 0.1 -0.1 0.38
H 0.053002 -1.799367 1.418637 -0.3 0.1 0.0 0.35
O -0.900562 -1.559033 1.382916 0.4 -0.3 0.2 -0.85
H 1.953737 -1.996263 2.308920 0.0 0.0 -0.2 0.34
H 2.268047 -1.559413 0.842713 0.0 -0.1 0.1 0.37
O 1.847262 -2.271485 1.368760 0.0 0.1 0.0 -0.79
H 1.816297 2.245128 2.019332 0.1 0.0 -0.2 0.30
H 1.886893 0.928811 1.149319 0.2 0.3 0.1 0.36
O 1.546510 1.322466 1.984466 -0.1 -0.1 0.0 -0.70
H -4.775976 0.774740 -1.115034 0.0 0.0 0.0 0.26
H -3.789363 1.195777 0.014499 0.0 -0.1 0.0 0.41
O -3.848236 0.759376 -0.864439 -0.1 0.0 -0.1 -0.65
H -2.565175 1.555318 1.965532 0.0 0.0 0.1 0.43
H -4.060354 1.786191 2.288859 0.0 0.0 0.0 0.28
O -3.417304 1.867652 1.579209 -0.1 0.1 0.0 -0.69
H -0.334300 1.167977 2.403650 -0.2 -0.1 0.1 0.37
H -1.232969 -0.075233 2.299473 0.1 0.1 0.1 0.47
O -1.203250 0.826523 2.687641 0.2 0.0 -0.1 -0.77
H -2.562405 -3.315137 -0.045067 0.0 0.0 0.0 0.38
H -1.297756 -4.116591 0.235736 -0.2 0.0 0.1 0.42
O -2.155007 -3.874804 0.635186 0.1 0.0 -0.1 -0.76
H 1.868030 0.022651 3.241989 -0.1 -0.2 0.1 0.41
H 1.091758 -0.865704 4.238541 0.0 0.0 0.0 0.32
O 1.885583 -0.845744 3.694089 0.1 0.1 0.0 -0.73
```
Forces are in eV/Å.

[2]
DFT (wB97M-V/def2-TZVPD) results for the ion C8H19NP with charge +1 in a non-equilibrium geometry.

Summary:
- Kohn-Sham gap (eV) = 10.14
- charge = +1
- E_HOMO (eV) = -13.351
- lowest unoccupied orbital energy (eV) = -3.2
- SMILES = C=C(C)[C@H]([NH3+])P[C@H](C)CC

The geometry in XYZ format:
```
29
Properties=species:S:1:pos:R:3:forces:R:3:mulliken_charge:R:1
C 3.259606 0.711808 0.008355 -1.2 -2.2 1.2 -1.33
C 2.313744 -0.203932 0.215064 -0.4 1.3 -3.1 0.79
C 2.476589 -1.351393 1.158138 0.6 -0.9 -2.2 -1.29
C -2.940744 -1.537241 0.372908 -0.8 -1.4 2.1 -1.23
C -2.647949 1.792160 0.337083 4.8 -1.8 -3.5 -1.54
C -1.752634 -0.676828 0.739199 3.5 0.4 -1.7 -0.04
C 1.029364 -0.018386 -0.813718 3.3 -0.9 1.6 -0.39
C -1.639055 0.575825 -0.188915 -1.1 1.2 1.4 -0.25
N 1.567557 0.574936 -2.157782 2.0 -2.7 1.9 -0.23
P 0.047200 1.358101 -0.188121 -2.1 0.1 -0.3 -0.11
H 3.287626 1.521639 -0.614918 -0.4 1.9 -1.7 0.39
H 4.106665 0.603416 0.571841 2.2 -0.1 1.4 0.35
H 1.623503 -1.416048 1.726194 -2.0 -0.4 1.7 0.33
H 2.582609 -2.340307 0.641278 -0.2 0.8 0.1 0.28
H 3.341730 -1.289595 1.781201 0.5 0.5 0.4 0.43
H -3.006513 -2.358659 1.174297 -0.1 1.0 -1.3 0.33
H -3.859233 -0.951101 0.479443 0.1 0.0 0.1 0.33
H -3.027227 -2.026582 -0.613091 0.8 0.4 0.3 0.34
H -2.231383 2.038943 1.234870 0.7 1.0 2.6 0.51
H -2.521860 2.579581 -0.382437 -0.4 0.5 -0.1 0.42
H -3.564156 1.418292 0.415503 -4.0 -1.2 0.3 0.48
H -0.659535 -1.263041 0.602853 -3.0 1.1 0.7 -0.02
H -1.741876 -0.186494 1.724660 -0.3 -1.1 0.2 0.33
H 0.610745 -1.006310 -0.921329 -0.4 0.0 -0.6 0.61
H -1.893808 0.230871 -1.166444 -0.2 0.2 -1.1 0.45
H 1.350106 1.526745 -2.000555 0.6 2.0 -0.4 0.33
H 2.570100 0.291636 -2.349266 -1.1 0.9 0.5 0.36
H 1.049967 0.265336 -2.915898 -1.6 -0.8 -2.0 0.32
H 0.268855 1.136623 1.129597 0.3 0.0 1.3 0.04
```
Forces are in eV/Å.

[3]
DFT (wB97M-V/def2-TZVPD) results for an isolated molecule of C3H6N2OS2 in a non-equilibrium geometry.

Summary:
- Kohn-Sham gap (eV) = 9.00
- charge = 0
- E_HOMO (eV) = -8.868
- lowest unoccupied orbital energy (eV) = 0.1
- SMILES = N/N=C(\CS)OC=S

The geometry in XYZ format:
```
14
Properties=species:S:1:pos:R:3:forces:R:3:mulliken_charge:R:1
C -0.366342 0.354623 0.421449 0.9 -0.2 -0.4 0.73
C -1.442926 -0.564887 0.930356 1.2 0.1 -0.8 -0.66
C 1.879669 0.157460 -0.348048 0.1 0.4 0.0 -0.05
H -1.676536 3.014935 -0.339555 0.2 -0.9 -0.4 0.31
H -2.369396 1.950172 0.601211 0.8 -0.7 -0.6 0.19
H -2.095426 0.012650 1.575977 -0.1 -0.5 0.4 0.37
H -0.835315 -1.354885 1.382294 -0.9 0.0 0.5 0.30
H -2.747554 -0.095663 -0.889046 -0.2 -0.2 -0.3 0.18
H 1.478183 0.865360 -1.119287 0.6 -0.8 0.6 0.32
N -1.742033 1.986810 -0.238340 -1.8 2.2 0.7 -0.62
N -0.469392 1.517998 -0.065951 0.8 -1.1 0.6 -0.31
O 0.932314 -0.249042 0.518094 -1.7 0.8 -0.2 -0.29
S -2.408363 -1.320347 -0.450713 0.3 0.6 0.4 -0.20
S 3.398681 -0.343220 -0.127341 -0.3 0.3 -0.4 -0.28
```
Forces are in eV/Å.

[4]
DFT (wB97M-V/def2-TZVPD) results for a cluster of 2 separate species, C6H13N2O in total in a non-equilibrium geometry.

Summary:
- Kohn-Sham gap (eV) = 7.92
- charge = +1
- E_HOMO (eV) = -12.598
- lowest unoccupied orbital energy (eV) = -4.7

The geometry in XYZ format:
```
22
Properties=species:S:1:pos:R:3:forces:R:3:mulliken_charge:R:1
C -2.564048 -2.335096 -0.006102 -0.2 -2.5 1.5 -0.71
C 1.744224 -0.296854 -0.340955 0.5 -1.2 -0.6 0.86
C 1.249528 0.655879 -1.276152 -1.3 2.0 3.0 -1.11
C 2.488945 0.055833 0.917277 -0.9 0.2 -0.8 -0.98
C -1.093148 2.324901 0.528253 1.5 0.0 2.2 -0.83
C -1.789203 -0.018140 0.045984 -0.5 0.0 -2.0 0.39
N -2.353885 -1.027476 -0.323915 1.3 3.9 0.3 -0.23
N -1.184880 1.057326 -0.107615 -0.2 -1.4 0.0 -0.38
O 1.529146 -1.522571 -0.745592 1.0 0.0 0.8 -0.34
H -2.491966 -2.478543 1.082975 -0.2 -0.2 -0.3 0.32
H -3.530460 -2.626172 -0.356857 -0.8 -0.3 0.0 0.28
H 1.602081 1.646578 -0.957263 0.3 -0.2 -1.1 0.36
H -1.882242 -3.037235 -0.474371 0.5 0.1 -0.2 0.27
H 1.330361 0.243970 -2.211526 0.6 -0.3 -2.6 0.43
H 1.622775 0.479951 1.434324 0.0 0.2 0.7 0.28
H 3.117109 0.928106 0.690672 0.1 -0.5 0.2 0.32
H 2.962532 -0.712121 1.559004 -0.3 0.3 -0.8 0.41
H -0.155931 2.866694 0.233522 -0.6 -0.7 -0.1 0.22
H -1.893997 2.962225 0.174072 -0.4 0.2 0.8 0.35
H -0.923618 2.127322 1.673518 -1.0 1.0 -1.9 0.31
H 2.151157 -2.161225 -0.336369 -0.6 0.1 0.1 0.39
H 0.065513 0.866654 -1.202876 1.2 -0.8 0.7 0.38
```
Forces are in eV/Å.

[5]
DFT (wB97M-V/def2-TZVPD) results for a structure of composition C5H7CuO5 in a non-equilibrium geometry.

Summary:
- Kohn-Sham gap (spin up / spin down) (eV) = 5.19 / 5.01
- charge = 0
- E_HOMO (spin up / spin down) (eV) = -5.759 / -8.776
- lowest unoccupied orbital energy (spin up / spin down) (eV) = -0.6 / -3.8
- multiplicity = 3

The geometry in XYZ format:
```
18
Properties=species:S:1:pos:R:3:forces:R:3:mulliken_charge:R:1
O -1.945275 -1.447797 3.406749 0.2 0.8 -2.4 -0.42
C -1.014120 -0.822907 2.978468 0.6 -0.7 4.4 0.74
O 0.033164 -0.356269 3.334769 -0.7 0.2 -2.1 -0.44
O -1.559414 -1.107841 0.146114 1.9 1.5 2.9 -0.39
C -1.407229 -0.257797 1.014870 -2.7 -1.8 -3.5 0.26
O -2.317252 0.780277 0.829049 1.6 -0.1 0.5 -0.04
C -2.202351 2.075650 1.421764 0.3 0.1 1.0 -0.35
C -2.984175 3.057435 0.585054 -0.1 0.2 -0.5 -0.54
O -4.205799 2.460985 0.192850 0.2 -0.1 0.4 -0.08
C -5.118368 3.374597 -0.387996 -0.2 0.1 -0.2 -0.78
Cu -3.861258 0.060236 -0.250971 -1.3 -0.3 -0.7 -0.17
H -1.141384 2.352959 1.442522 -0.3 0.1 0.2 0.33
H -2.627147 2.001494 2.430510 0.2 0.1 -0.1 0.32
H -2.408235 3.341389 -0.312192 -0.1 0.0 0.2 0.34
H -3.171538 3.961631 1.188147 0.1 -0.2 -0.1 0.36
H -6.001626 2.805080 -0.698084 0.3 0.1 0.1 0.24
H -5.413857 4.137599 0.349553 0.1 -0.1 -0.2 0.29
H -4.670812 3.860757 -1.269134 -0.1 -0.1 0.2 0.32
```
Forces are in eV/Å.

[6]
DFT (wB97M-V/def2-TZVPD) results for a structure of composition C27H43BrN2O2P2Sn in a non-equilibrium geometry.

Summary:
- Kohn-Sham gap (spin up / spin down) (eV) = 4.47 / 4.13
- charge = +2
- E_HOMO (spin up / spin down) (eV) = -13.056 / -13.229
- lowest unoccupied orbital energy (spin up / spin down) (eV) = -8.6 / -9.1

The geometry in XYZ format:
```
78
Properties=species:S:1:pos:R:3:forces:R:3:mulliken_charge:R:1
C -0.612329 7.039102 -3.784414 -0.1 -0.2 0.0 -0.40
C -0.789841 5.664296 -4.081043 -0.1 0.9 -1.1 0.51
C -1.098456 5.345475 -5.422855 -0.1 0.1 0.1 -0.46
C -1.260180 6.372141 -6.367000 0.3 -0.2 0.8 -0.30
N -1.110148 7.657234 -6.044030 -0.1 0.2 -0.2 -0.54
C -0.792836 8.000083 -4.793809 0.0 -1.0 0.2 -0.32
C -0.695013 4.642121 -3.078088 0.4 -0.5 1.4 0.14
C -0.571855 3.874715 -2.130178 -0.5 2.2 -2.4 -0.76
C -0.628428 2.982479 -1.068133 0.2 0.4 -0.6 1.09
C 0.499388 2.807282 -0.274358 0.3 -0.6 0.7 -1.24
C 0.470018 1.792750 0.666897 0.4 1.0 0.0 -0.15
C -0.649657 0.994256 0.690727 -0.6 0.0 -0.4 0.47
C -1.827606 1.228446 -0.023367 -0.3 1.0 -0.2 -0.90
C -1.819926 2.263651 -0.926979 -0.3 -0.7 0.3 -0.84
Sn -0.845716 -0.943601 1.540089 2.1 -0.2 3.1 0.46
P 1.838262 -1.430859 1.427574 0.2 0.2 0.0 0.50
H -1.227366 4.308382 -5.732231 0.0 0.3 0.1 0.38
H -0.350364 7.363354 -2.778058 -0.1 -0.1 -0.2 0.40
H -1.518508 6.135749 -7.407333 0.1 0.2 0.5 0.36
H -0.676026 9.068873 -4.572399 -0.1 -0.5 -0.2 0.36
H -2.689818 2.510679 -1.537199 0.4 -0.1 0.1 0.53
H 1.374779 3.447315 -0.379672 -0.3 -0.2 -0.1 0.53
H -2.726522 0.625771 0.080609 0.2 0.1 0.2 0.81
H 1.278179 1.658515 1.368259 -0.1 0.0 0.1 0.76
C 2.332982 -3.025032 2.220407 -0.3 -0.1 0.1 -0.67
C 3.321661 -3.931371 1.497093 0.2 -0.1 -0.1 -1.26
H 1.394755 -3.566405 2.411461 0.2 0.1 0.1 0.49
H 2.722363 -2.754245 3.213750 -0.3 0.0 -0.3 0.57
H 3.492559 -4.817217 2.122331 0.0 0.2 -0.2 0.40
H 2.933761 -4.284079 0.534908 0.1 0.0 0.1 0.27
H 4.294350 -3.453388 1.337764 -0.2 -0.1 -0.1 0.27
C 2.026259 -1.577675 -0.403583 -0.1 -0.3 -0.1 1.02
C 2.948465 -0.597904 -1.124246 0.1 0.1 -0.3 -1.51
H 1.004077 -1.444143 -0.798267 0.3 0.0 0.0 -0.89
H 2.313013 -2.618704 -0.618945 -0.1 0.3 -0.1 0.35
H 2.785405 -0.710575 -2.205258 0.1 0.1 0.3 0.46
H 2.727042 0.447650 -0.865034 0.1 -0.3 -0.1 0.24
H 4.007252 -0.805125 -0.925736 -0.3 0.1 0.0 0.33
C 3.100335 -0.224762 1.993804 -0.3 0.3 0.2 -0.37
C 4.543008 -0.723693 1.982206 0.2 0.0 0.0 -1.41
H 2.783865 0.064012 3.007590 0.1 -0.1 -0.3 0.34
H 3.008319 0.677094 1.372911 0.0 -0.3 0.2 0.33
H 5.201319 0.118010 2.231984 -0.1 -0.2 0.0 0.43
H 4.712738 -1.508854 2.724733 0.0 0.1 -0.1 0.35
H 4.852894 -1.093953 0.997442 -0.1 0.0 0.3 0.23
Br 0.287666 -1.598550 4.435598 -0.2 -0.7 -0.4 -0.59
P -2.438886 -3.204728 -1.002458 1.0 1.4 0.5 0.08
C -0.649813 -3.555416 -1.026961 0.1 -0.5 -0.4 0.86
C -0.304619 -4.962201 -1.527136 0.3 -0.4 0.0 -1.50
H -0.271546 -3.395181 -0.004857 -0.2 0.0 -0.2 -0.42
H -0.193190 -2.808359 -1.691793 -0.3 -0.2 0.1 0.33
H 0.755236 -5.011800 -1.810050 -0.3 0.0 0.1 0.39
H -0.481513 -5.716059 -0.751864 0.0 0.1 -0.2 0.38
H -0.900357 -5.231751 -2.405039 0.2 0.0 0.1 0.44
C -2.997281 -2.992117 0.711978 -0.9 -0.7 0.0 0.17
C -4.367016 -3.631273 0.971648 -0.3 -0.3 0.2 -1.46
H -3.053825 -1.905460 0.912348 0.0 -0.6 -0.3 -0.01
H -2.230552 -3.445948 1.354160 -0.2 0.1 -0.1 0.45
H -4.531079 -3.722773 2.051989 0.0 0.0 -0.3 0.41
H -5.172798 -3.019171 0.557599 0.1 -0.1 0.0 0.38
H -4.427564 -4.630961 0.527981 -0.1 0.2 0.2 0.39
C -2.609241 -1.603081 -1.862650 -0.8 -0.1 -0.3 0.37
C -2.898904 -1.744236 -3.361754 0.0 0.1 -0.3 -1.43
H -1.682383 -1.036950 -1.699889 -0.1 -0.2 0.2 -0.13
H -3.429734 -1.062574 -1.372300 0.1 -0.2 -0.1 0.43
H -3.260377 -0.790116 -3.763847 0.1 -0.2 0.1 0.42
H -2.002857 -2.021789 -3.923252 -0.1 0.0 0.1 0.34
H -3.665921 -2.500168 -3.554845 0.1 0.2 0.0 0.38
N 0.696147 0.989236 6.069014 0.5 -0.1 0.6 -0.04
C -0.542753 1.438075 5.413473 -0.2 0.6 -0.5 -0.78
C -0.270630 1.262956 3.916604 1.2 0.0 -0.1 0.92
O -1.239038 0.797560 3.222471 0.4 0.1 -0.9 -0.88
O 0.899734 1.550511 3.585375 -1.6 -0.3 -0.1 -0.72
H 0.871450 -0.004429 5.744811 0.0 0.4 0.0 0.03
H 0.617788 1.005476 7.085897 0.1 0.1 0.0 0.39
H 1.471969 1.591347 5.751815 -0.3 -0.4 0.1 0.35
H -1.394747 0.875703 5.762513 -0.1 -0.2 0.1 0.30
H -0.659828 2.506385 5.603120 -0.2 -0.1 0.1 0.40
```
Forces are in eV/Å.

These records have relative energy (zero: lowest compared OMol25 entry of this formula, charge and spin) values of 0.0 168.9 285.9 398.5 77.8 0.0 kJ/mol, in the order they appear.